{"formula": "C30H27AuN3", "method": "ωB97M-V/def2-TZVPD", "symbols": ["C", "H", "C", "H", "H", "C", "N", "H", "C", "H", "N", "H", "H", "C", "H", "H", "C", "C", "C", "C", "C", "H", "H", "C", "H", "H", "C", "C", "C", "H", "H", "H", "C", "C", "H", "H", "H", "H", "H", "C", "C", "C", "C", "C", "C", "C", "C", "C", "C", "H", "H", "H", "C", "N", "H", "C", "Au", "H", "C", "H", "C"], "coordinates": [[-0.269505, 2.453772, 5.970290], [-1.342105, 3.084972, 4.225590], [0.793695, 3.265172, 1.271090], [3.087595, 2.150472, 6.197590], [-2.138505, 0.257472, 1.009390], [-4.321005, 2.819572, -1.718310], [-1.401605, -1.106128, -1.854210], [1.044995, 1.808572, 7.542690], [-3.608805, 2.634872, -2.890010], [-1.582005, -6.329128, -1.327710], [-0.546105, 1.039772, -1.654810], [-0.762005, -1.301228, 0.610590], [-5.292605, 3.293072, -1.730810], [-2.059605, -4.643428, -2.565710], [-1.805005, 1.877072, -3.764310], [-2.410505, -2.782228, -3.565310], [4.526495, -0.968328, -1.978310], [4.887995, 0.361972, -1.884910], [-0.307305, -2.287228, 0.571290], [2.872795, -2.816728, -1.853310], [0.776195, 3.060072, 3.880190], [2.917495, 2.945772, 3.875190], [-0.568405, -4.953028, 0.440990], [-1.531005, -5.256028, -1.441210], [-4.310705, 2.563672, 0.404590], [-0.479705, -2.786828, 1.521190], [-3.770105, 2.398572, -0.518710], [0.970095, 2.180672, 6.528790], [2.555095, 1.002272, -1.432310], [-2.170005, -0.719928, -2.383010], [-0.924105, 1.541372, 0.931390], [0.824495, -1.796828, -1.916010], [-0.878305, -3.097628, -0.551710], [-1.816805, 1.580072, -1.648110], [-4.013505, 2.973572, -3.835110], [5.269995, -1.739328, -2.153110], [3.799595, -3.390828, -1.865710], [0.766295, -2.131928, 0.465090], [2.324195, -3.106428, -0.953810], [-1.993805, -3.271028, -2.693410], [3.918495, 1.295772, -1.567410], [2.024995, 2.819772, 4.473290], [2.224195, -0.344228, -1.660510], [-0.318205, -0.210428, -1.710910], [3.196495, -1.341128, -1.846810], [-1.396105, -2.484528, -1.705610], [-2.369605, 2.027272, -2.853210], [-2.536305, 1.775372, -0.455010], [-1.991205, 1.329272, 0.866090], [-1.164805, 2.293772, 6.560390], [-2.501705, 1.843172, 1.676990], [5.924795, 0.657672, -2.019210], [-0.371305, 2.894172, 4.665990], [0.888595, -0.809328, -1.717210], [4.236595, 2.319072, -1.413510], [0.736995, 3.277272, 2.490190], [1.456695, 2.308172, -0.304310], [-2.526505, -5.236328, -3.339910], [-0.952105, -4.479228, -0.451510], [2.289095, -3.119128, -2.726810], [2.116995, 2.374972, 5.772990]], "forces_ev_per_a": [[-0.05, -0.05, 0.29], [0.03, -0.03, -0.04], [-0.06, 0.23, 0.78], [0.03, 0.03, 0.02], [-0.03, -0.10, -0.01], [-0.11, 0.08, 0.00], [-0.05, 0.38, 0.00], [-0.03, 0.01, 0.03], [-0.20, 0.07, -0.09], [0.01, -0.08, 0.00], [0.64, -0.13, -0.11], [0.00, 0.07, 0.05], [-0.05, 0.07, -0.02], [-0.10, -0.10, 0.02], [0.10, 0.05, -0.01], [0.03, 0.02, -0.05], [-0.04, -0.07, -0.04], [0.20, -0.03, -0.05], [0.03, -0.01, 0.13], [-0.03, 0.15, -0.07], [0.15, -0.34, 0.51], [-0.04, -0.01, -0.07], [0.06, -0.04, 0.10], [0.04, -0.05, 0.03], [-0.05, -0.01, 0.06], [-0.03, -0.06, 0.10], [-0.13, 0.05, -0.07], [0.00, -0.06, 0.17], [0.25, -0.38, -0.03], [0.07, 0.06, 0.10], [-0.06, -0.03, 0.09], [0.00, 0.14, 0.00], [0.02, 0.18, -0.07], [-0.41, 0.06, -0.10], [-0.03, 0.00, -0.04], [0.02, 0.02, 0.03], [-0.05, -0.01, -0.03], [0.03, 0.02, 0.02], [-0.08, -0.08, -0.03], [0.05, 0.09, 0.00], [0.12, 0.24, -0.18], [0.02, 0.05, -0.05], [0.16, 0.40, -0.09], [-0.97, 0.45, -0.16], [0.17, -0.15, -0.02], [0.01, -0.55, 0.05], [0.13, -0.20, 0.03], [0.11, -0.06, 0.03], [0.14, -0.09, -0.10], [-0.02, 0.05, -0.03], [0.01, 0.05, 0.09], [-0.07, 0.00, 0.06], [-0.01, 0.12, -0.21], [0.23, -0.84, 0.03], [0.01, 0.05, 0.03], [-0.36, 0.55, -0.62], [0.32, 0.03, -0.52], [-0.03, -0.02, -0.05], [-0.04, -0.12, -0.12], [-0.11, -0.08, -0.03], [0.05, -0.04, 0.24]], "lowdin_charge": [-0.1147, 0.1039, -0.2885, 0.0932, 0.0666, -0.1183, 0.1330, 0.0868, -0.1189, 0.0933, 0.1037, 0.0599, 0.0876, -0.1048, 0.1068, 0.1101, -0.0967, -0.1304, -0.0253, -0.0569, -0.2789, 0.1119, 0.1088, -0.1043, 0.1033, 0.0833, -0.0634, -0.1259, -0.2938, 0.1390, 0.0175, 0.0977, -0.2119, -0.2663, 0.0908, 0.0938, 0.0703, 0.0766, 0.0676, -0.0270, -0.1852, -0.0488, -0.2320, -0.3804, -0.2374, -0.2259, -0.0429, -0.2076, -0.0484, 0.0922, 0.0720, 0.0869, -0.0529, 0.1271, 0.0632, -0.2045, 0.7343, 0.0960, -0.0545, 0.0799, -0.1107], "mol_weight_g_mol": 626.53, "energy_ha": -1459.3567, "total_charge": -1, "lumo_energy_ev": 2.63, "multiplicity": 1, "relative_energy_ev": 0.260}